No. 1
{
  "formula": "C24H30N2O5",
  "method": "wB97M-V/def2-TZVPD",
  "e_homo_ev": -8.4,
  "e_above_lowest_kcal_mol": 0.6,
  "charge": 0,
  "multiplicity": 1,
  "smiles": "COC(=O)[C@@H](Cc1ccc(O)cc1)NC(=O)[C@H](C)NC(=O)c1ccc(C(C)(C)C)cc1",
  "homo_lumo_gap_ev": 8.818,
  "e_lumo_ev": 0.452,
  "symbols": ["C", "O", "C", "O", "C", "C", "C", "C", "C", "C", "O", "C", "C", "N", "C", "O", "C", "C", "N", "C", "O", "C", "C", "C", "C", "C", "C", "C", "C", "C", "C", "H", "H", "H", "H", "H", "H", "H", "H", "H", "H", "H", "H", "H", "H", "H", "H", "H", "H", "H", "H", "H", "H", "H", "H", "H", "H", "H", "H", "H", "H"],
  "coordinates": [[7.251, 0.574, -0.743], [5.897, 0.193, -0.954], [5.458, -0.827, -0.217], [6.149, -1.487, 0.509], [3.972, -1.091, -0.478], [3.397, -1.938, 0.673], [1.924, -2.165, 0.501], [1.002, -1.415, 1.217], [-0.357, -1.619, 1.062], [-0.818, -2.582, 0.174], [-2.144, -2.832, 0.001], [0.097, -3.329, -0.561], [1.450, -3.117, -0.395], [3.269, 0.162, -0.633], [3.398, 1.144, 0.273], [4.153, 1.105, 1.222], [2.472, 2.342, -0.025], [2.793, 3.517, 0.885], [1.081, 1.953, 0.135], [0.380, 1.323, -0.831], [0.906, 0.972, -1.880], [-1.059, 1.084, -0.558], [-1.792, 1.752, 0.416], [-3.132, 1.466, 0.608], [-3.789, 0.512, -0.162], [-5.256, 0.164, 0.027], [-5.930, 1.006, 1.115], [-6.000, 0.406, -1.294], [-5.373, -1.316, 0.424], [-3.050, -0.138, -1.151], [-1.715, 0.143, -1.348], [7.908, -0.293, -0.838], [7.480, 1.317, -1.503], [7.363, 0.998, 0.256], [3.889, -1.635, -1.425], [3.594, -1.407, 1.606], [3.938, -2.884, 0.699], [1.353, -0.671, 1.917], [-1.067, -1.035, 1.635], [-2.664, -2.217, 0.533], [-0.274, -4.072, -1.249], [2.153, -3.710, -0.962], [2.564, 0.259, -1.360], [2.608, 2.614, -1.079], [2.110, 4.343, 0.700], [2.722, 3.210, 1.926], [3.811, 3.848, 0.704], [0.675, 2.096, 1.045], [-1.339, 2.523, 1.024], [-3.662, 2.011, 1.373], [-5.894, 2.065, 0.868], [-5.462, 0.848, 2.084], [-6.975, 0.717, 1.199], [-5.883, 1.441, -1.608], [-5.624, -0.236, -2.085], [-7.061, 0.202, -1.167], [-4.926, -1.966, -0.322], [-6.421, -1.590, 0.528], [-4.883, -1.491, 1.381], [-3.517, -0.880, -1.778], [-1.150, -0.367, -2.114]],
  "forces_ev_per_angstrom": [[0.30, -0.11, 0.14], [-0.10, 0.13, -0.26], [-0.15, -0.17, -0.15], [0.06, -0.05, 0.04], [0.16, 0.12, 0.49], [0.10, 0.05, -0.25], [0.15, -0.02, 0.06], [0.03, -0.12, -0.06], [-0.18, -0.13, -0.02], [0.33, 0.06, 0.15], [-0.20, -0.15, -0.03], [-0.36, 0.03, -0.01], [-0.03, 0.13, 0.13], [0.01, -0.39, -0.28], [-0.53, 0.34, -0.55], [0.27, -0.04, 0.41], [0.27, 0.15, 0.02], [-0.03, -0.20, -0.17], [0.03, 0.13, 0.20], [0.12, 0.08, 0.11], [-0.09, 0.00, -0.21], [-0.51, -0.03, -0.10], [0.26, -0.07, -0.15], [-0.10, -0.04, 0.08], [0.05, 0.05, 0.06], [-0.21, -0.02, 0.05], [0.15, -0.13, -0.17], [0.08, -0.03, 0.15], [0.00, 0.21, -0.07], [0.03, 0.09, 0.00], [0.15, 0.14, 0.00], [-0.01, 0.12, -0.01], [-0.02, -0.03, 0.04], [0.01, -0.02, -0.06], [0.03, 0.06, 0.08], [0.05, -0.07, -0.02], [0.01, 0.03, 0.08], [0.06, 0.08, 0.09], [-0.08, 0.06, 0.04], [0.08, -0.01, -0.07], [-0.04, -0.11, -0.09], [0.09, -0.10, -0.07], [0.08, 0.07, 0.13], [-0.03, -0.04, 0.17], [-0.05, 0.05, -0.05], [0.03, 0.02, 0.10], [0.07, 0.04, 0.06], [-0.08, -0.05, -0.08], [0.04, 0.07, 0.04], [-0.09, 0.04, 0.07], [0.00, 0.14, 0.03], [0.04, 0.04, 0.13], [-0.09, -0.03, 0.01], [-0.01, 0.10, -0.06], [0.03, -0.06, -0.12], [-0.13, -0.04, 0.00], [0.05, -0.11, -0.10], [-0.12, -0.07, 0.02], [0.05, -0.05, 0.13], [-0.06, -0.10, -0.05], [0.06, -0.06, -0.05]]
}

No. 2
{
  "formula": "C24H30N2O6",
  "method": "wB97M-V/def2-TZVPD",
  "e_homo_ev": -8.0,
  "e_above_lowest_kcal_mol": 16.6,
  "charge": 0,
  "multiplicity": 1,
  "smiles": "COC(=O)[C@H](Cc1ccccc1)NC(=O)C[C@@H](C)CC(=O)Nc1ccc(OC)cc1OC",
  "homo_lumo_gap_ev": 8.633,
  "e_lumo_ev": 0.647,
  "symbols": ["C", "O", "C", "O", "C", "C", "C", "C", "C", "C", "C", "C", "N", "C", "O", "C", "C", "C", "C", "C", "O", "N", "C", "C", "C", "C", "O", "C", "C", "C", "O", "C", "H", "H", "H", "H", "H", "H", "H", "H", "H", "H", "H", "H", "H", "H", "H", "H", "H", "H", "H", "H", "H", "H", "H", "H", "H", "H", "H", "H", "H", "H"],
  "coordinates": [[3.042, 2.288, 3.630], [3.021, 1.155, 2.769], [1.930, 0.990, 2.048], [0.922, 1.650, 2.162], [1.992, -0.195, 1.081], [3.402, -0.781, 0.914], [3.340, -1.965, -0.005], [3.467, -1.801, -1.379], [3.350, -2.884, -2.232], [3.105, -4.148, -1.721], [2.979, -4.323, -0.353], [3.093, -3.237, 0.498], [1.455, 0.277, -0.181], [1.842, 1.493, -0.630], [2.723, 2.118, -0.069], [1.103, 2.002, -1.847], [0.588, 3.425, -1.578], [-0.082, 4.001, -2.820], [-0.366, 3.443, -0.369], [-1.548, 2.505, -0.540], [-2.454, 2.717, -1.320], [-1.492, 1.394, 0.245], [-2.531, 0.444, 0.318], [-3.853, 0.849, 0.399], [-4.892, -0.063, 0.470], [-4.608, -1.420, 0.474], [-5.530, -2.420, 0.553], [-6.891, -2.067, 0.626], [-3.281, -1.845, 0.390], [-2.247, -0.933, 0.297], [-0.925, -1.291, 0.173], [-0.619, -2.662, 0.054], [3.936, 2.192, 4.239], [2.146, 2.309, 4.253], [3.082, 3.199, 3.031], [1.310, -0.961, 1.467], [4.046, -0.002, 0.506], [3.779, -1.070, 1.895], [3.662, -0.816, -1.778], [3.453, -2.743, -3.297], [3.016, -4.994, -2.386], [2.791, -5.307, 0.051], [2.994, -3.378, 1.565], [0.630, -0.176, -0.543], [0.278, 1.339, -2.109], [1.805, 2.035, -2.684], [1.456, 4.040, -1.316], [0.584, 3.942, -3.679], [-0.996, 3.457, -3.043], [-0.341, 5.044, -2.657], [0.185, 3.192, 0.538], [-0.766, 4.454, -0.266], [-0.696, 1.269, 0.861], [-4.071, 1.904, 0.393], [-5.904, 0.301, 0.525], [-7.437, -3.008, 0.672], [-7.207, -1.507, -0.260], [-7.105, -1.479, 1.523], [-3.106, -2.908, 0.388], [0.457, -2.722, -0.116], [-1.140, -3.114, -0.795], [-0.872, -3.208, 0.967]],
  "forces_ev_per_angstrom": [[-0.19, 0.33, 0.21], [0.24, -0.29, -0.02], [-0.48, -0.25, -0.04], [0.06, 0.06, 0.23], [0.36, 0.32, -0.10], [-0.22, -0.05, -0.01], [0.10, 0.03, 0.10], [0.02, -0.03, 0.02], [-0.01, 0.00, -0.09], [-0.03, -0.09, -0.05], [-0.04, -0.10, 0.02], [0.05, 0.03, -0.03], [0.04, -0.25, 0.26], [-0.31, -0.42, -0.57], [0.32, 0.31, 0.07], [0.15, 0.43, 0.16], [-0.11, -0.06, -0.12], [0.12, -0.11, 0.08], [0.06, 0.09, -0.10], [0.38, 0.17, 0.14], [-0.25, 0.14, -0.19], [0.14, -0.32, 0.25], [-0.21, -0.17, -0.06], [0.31, -0.14, 0.03], [-0.29, -0.24, 0.03], [0.17, 0.09, -0.01], [0.35, 0.00, -0.03], [-0.21, 0.06, 0.01], [-0.03, -0.19, 0.01], [-0.08, 0.26, -0.04], [-0.36, 0.42, 0.05], [0.06, -0.32, -0.06], [-0.04, -0.01, -0.05], [0.12, 0.01, -0.03], [0.00, -0.06, 0.04], [0.04, 0.11, -0.02], [0.02, -0.01, 0.08], [0.05, 0.01, -0.03], [0.03, 0.11, -0.04], [0.01, 0.01, -0.09], [0.00, -0.07, -0.06], [-0.01, -0.09, 0.03], [0.00, -0.01, 0.13], [-0.04, 0.13, 0.02], [-0.03, -0.06, -0.07], [-0.01, -0.07, 0.00], [-0.09, -0.10, 0.02], [0.09, 0.03, -0.11], [-0.07, 0.01, -0.08], [-0.07, 0.12, -0.02], [-0.02, 0.05, 0.03], [-0.03, -0.04, 0.06], [-0.01, 0.19, 0.02], [0.00, 0.08, -0.01], [-0.12, 0.00, 0.01], [-0.01, 0.10, 0.00], [0.01, -0.01, 0.04], [0.01, -0.01, -0.04], [0.07, -0.12, 0.00], [-0.06, -0.03, 0.01], [0.01, 0.02, 0.03], [0.00, 0.02, -0.02]]
}

No. 3
{
  "formula": "C24H30N3O3S",
  "method": "wB97M-V/def2-TZVPD",
  "e_homo_ev": -11.2,
  "charge": 1,
  "multiplicity": 1,
  "homo_lumo_gap_ev": 6.208,
  "e_lumo_ev": -5.034,
  "symbols": ["C", "S", "C", "H", "H", "H", "H", "H", "H", "C", "N", "C", "O", "C", "C", "C", "C", "C", "C", "C", "C", "N", "C", "C", "C", "C", "C", "C", "C", "N", "O", "O", "C", "C", "C", "C", "C", "H", "H", "H", "H", "H", "H", "H", "H", "H", "H", "H", "H", "H", "H", "H", "H", "H", "H", "H", "H", "H", "H", "H", "H"],
  "coordinates": [[-1.842, -2.765, 4.198], [-1.638, -1.636, 2.820], [-1.822, -0.141, 3.788], [-2.220, -3.710, 3.806], [-0.919, -2.948, 4.756], [-2.595, -2.330, 4.860], [-2.266, 0.606, 3.128], [-2.519, -0.354, 4.605], [-0.874, 0.232, 4.187], [1.173, 1.812, -4.357], [1.032, 1.713, -2.924], [1.173, 2.802, -2.116], [1.464, 3.933, -2.491], [0.915, 2.340, -0.684], [-0.287, 3.030, -0.029], [-0.094, 4.522, 0.096], [-0.988, 5.395, -0.530], [-0.754, 6.770, -0.495], [0.358, 7.272, 0.194], [1.231, 6.396, 0.856], [1.002, 5.018, 0.807], [0.712, 0.896, -0.848], [0.473, 0.108, 0.232], [0.230, -1.248, 0.163], [0.201, -2.152, 1.259], [-0.022, -3.593, 1.042], [-0.034, -4.498, 2.133], [-0.230, -5.857, 1.958], [-0.323, -6.378, 0.647], [-0.497, -7.769, 0.429], [-0.543, -8.180, -0.757], [-0.609, -8.536, 1.413], [-0.260, -5.520, -0.463], [-0.147, -4.148, -0.267], [0.759, 0.452, -2.247], [-0.571, -0.116, -2.760], [1.881, -0.552, -2.546], [1.339, 2.856, -4.621], [2.018, 1.209, -4.707], [0.268, 1.453, -4.859], [1.823, 2.540, -0.086], [-1.180, 2.807, -0.635], [-0.433, 2.577, 0.964], [-1.842, 4.975, -1.067], [-1.434, 7.443, -1.019], [0.546, 8.347, 0.216], [2.099, 6.778, 1.398], [1.682, 4.315, 1.299], [0.525, 0.632, 1.194], [0.068, -1.659, -0.828], [0.735, -1.858, 2.169], [0.128, -4.124, 3.145], [-0.274, -6.547, 2.793], [-0.285, -5.942, -1.465], [-0.113, -3.520, -1.160], [-1.351, 0.653, -2.717], [-0.433, -0.440, -3.799], [-0.900, -0.977, -2.178], [2.859, -0.083, -2.389], [1.799, -1.438, -1.913], [1.807, -0.865, -3.595]],
  "forces_ev_per_angstrom": [[-0.05, -0.66, 0.12], [-1.45, -0.14, 0.39], [0.17, 0.80, -0.19], [0.04, 0.05, 0.13], [-0.12, 0.14, -0.05], [0.12, -0.24, -0.09], [0.09, 0.06, 0.20], [0.17, 0.20, -0.23], [-0.18, -0.09, 0.02], [0.02, -0.32, -0.39], [-0.01, 0.38, 0.41], [0.40, 1.11, -0.69], [-0.49, -1.56, 0.74], [0.50, 0.44, 0.10], [-0.26, -0.09, -0.05], [-0.04, 0.10, 0.03], [0.42, -0.03, 0.09], [0.15, -0.05, 0.16], [-0.03, -0.30, 0.02], [-0.20, -0.16, -0.12], [-0.20, 0.37, -0.19], [-0.51, -1.12, 2.14], [0.92, 1.32, -1.38], [-0.40, -1.54, 0.61], [1.58, 1.04, -0.96], [-0.05, -1.05, -0.45], [0.12, 0.56, -0.22], [0.08, -0.64, -0.98], [0.16, 2.59, 0.51], [-0.56, -4.15, -0.78], [0.16, 1.12, 2.38], [0.30, 1.93, -1.72], [0.01, -0.22, 0.45], [0.07, 0.21, 0.62], [-0.06, -0.18, -1.10], [-0.25, 0.18, 0.11], [0.23, 0.14, 0.21], [-0.01, -0.12, 0.15], [-0.06, 0.17, 0.01], [0.11, 0.14, 0.05], [-0.33, -0.17, -0.29], [0.18, 0.07, 0.22], [-0.05, 0.11, -0.21], [0.22, 0.24, 0.09], [0.23, -0.15, 0.22], [-0.06, -0.33, -0.01], [-0.31, -0.05, -0.18], [-0.14, 0.35, -0.09], [0.00, -0.21, -0.33], [-0.15, 0.08, 0.56], [-0.21, -0.30, -0.52], [-0.09, -0.07, -0.34], [0.04, 0.13, -0.06], [-0.09, 0.11, 0.29], [-0.02, -0.22, 0.38], [0.13, -0.19, -0.03], [-0.14, 0.11, 0.28], [-0.07, 0.12, -0.23], [-0.17, -0.15, 0.03], [0.10, 0.08, -0.15], [0.05, 0.07, 0.31]]
}